1.
C4H13NO3 | ωB97M-V/def2-TZVPD

Its LUMO energy is 0.7 eV. As for the total energy: -440.63031 a.u. As for the SMILES: CCNC(C)=O.O.O. As for the charge: 0.

Element x y z (Å)
C 1.918 -1.490 -1.009
C 1.797 -0.989 0.493
N 0.618 0.010 0.426
C 0.095 0.539 1.542
C 0.762 0.658 2.937
O -0.848 1.369 1.419
H 2.921 -1.958 -1.232
H 1.790 -0.564 -1.566
H 1.184 -2.198 -1.341
H 1.533 -1.881 1.074
H 2.793 -0.497 0.876
H 0.257 0.050 -0.512
H 0.255 1.226 3.739
H 0.653 -0.215 3.421
H 1.821 0.959 2.799
O -2.687 1.419 -2.341
H -2.166 2.081 -1.819
H -3.429 1.027 -1.835
O -1.131 -1.225 -2.208
H -1.062 -2.141 -2.321
H -0.992 -0.774 -2.994

Atomic partial charges in e from the Löwdin method, atoms 1 to 4: atom 1 (C): -0.103, atom 2 (C): -0.180, atom 3 (N): 0.061, atom 4 (C): -0.490

2.
C45H48B2FO6P | ωB97M-V/def2-TZVPD

Its LUMO energy is -1.7 eV. As for the total energy: -2686.02411 a.u. As for the SMILES: CB(O)C1=CC(=O)c2c([PH2]=O)cc(CB(O)O)c(C[C@@H](C)F)c2C1=O.c1ccccc1.c1ccccc1.c1ccccc1.c1ccccc1.c1ccccc1. As for the charge: 0.

Element x y z (Å)
C -1.989 0.862 -6.388
B -0.717 -0.042 -6.059
O -0.276 -0.985 -6.971
C -0.023 0.183 -4.645
C 1.093 0.891 -4.479
C 1.762 1.070 -3.153
O 2.866 1.580 -3.127
C 1.020 0.618 -1.936
C 1.485 0.954 -0.681
P 3.013 1.910 -0.388
O 4.255 1.153 -0.663
C 0.775 0.576 0.432
C -0.398 -0.140 0.320
C -1.130 -0.477 1.617
B -2.266 0.638 1.804
O -3.520 0.332 2.312
O -1.990 1.956 1.415
C -0.881 -0.496 -0.932
C -2.191 -1.255 -0.998
C -2.076 -2.769 -1.328
C -0.658 -3.306 -1.513
F -2.669 -3.501 -0.288
C -0.159 -0.111 -2.057
C -0.644 -0.458 -3.438
O -1.526 -1.283 -3.656
H -2.333 1.321 -5.455
H -2.774 0.170 -6.726
H -1.767 1.610 -7.155
H -0.965 -1.662 -7.011
H 1.568 1.349 -5.346
H 3.027 2.313 0.975
H 3.030 3.105 -1.146
H 1.147 0.882 1.406
H -1.536 -1.488 1.550
H -0.424 -0.360 2.449
H -4.157 0.516 1.608
H -2.248 2.052 0.489
H -2.777 -0.800 -1.806
H -2.804 -1.170 -0.098
H -2.615 -2.969 -2.256
H -0.729 -4.398 -1.429
H -0.323 -3.121 -2.535
H 0.057 -2.971 -0.758
C -2.098 -4.781 2.342
C -2.327 -4.370 3.648
C -2.078 -5.234 4.705
C -1.604 -6.516 4.457
C -1.385 -6.932 3.150
C -1.630 -6.065 2.094
H -2.284 -4.105 1.521
H -2.699 -3.371 3.843
H -2.254 -4.909 5.724
H -1.407 -7.190 5.281
H -1.021 -7.933 2.956
H -1.456 -6.389 1.075
C 7.243 4.624 -5.514
C 6.045 4.564 -6.212
C 5.044 3.694 -5.798
C 5.242 2.881 -4.689
C 6.444 2.936 -3.997
C 7.444 3.808 -4.408
H 8.022 5.306 -5.832
H 5.890 5.195 -7.078
H 4.107 3.650 -6.341
H 4.463 2.207 -4.365
H 6.600 2.299 -3.135
H 8.381 3.852 -3.866
C 0.909 -3.367 7.114
C 1.113 -4.436 6.254
C 2.382 -4.981 6.113
C 3.448 -4.453 6.830
C 3.244 -3.376 7.684
C 1.974 -2.834 7.827
H -0.083 -2.945 7.229
H 0.282 -4.846 5.694
H 2.541 -5.818 5.445
H 4.437 -4.879 6.722
H 4.076 -2.960 8.238
H 1.814 -1.995 8.493
C -2.797 5.947 -7.783
C -4.043 5.835 -8.385
C -5.001 4.986 -7.848
C -4.712 4.245 -6.710
C -3.463 4.351 -6.113
C -2.506 5.202 -6.648
H -2.053 6.614 -8.199
H -4.268 6.410 -9.274
H -5.973 4.901 -8.316
H -5.460 3.584 -6.289
H -3.236 3.769 -5.229
H -1.533 5.286 -6.180
C -0.808 2.718 8.229
C -0.471 2.235 9.485
C -0.518 0.871 9.741
C -0.906 -0.009 8.740
C -1.251 0.476 7.485
C -1.201 1.839 7.229
H -0.765 3.781 8.028
H -0.170 2.921 10.267
H -0.252 0.494 10.720
H -0.941 -1.073 8.938
H -1.559 -0.211 6.706
H -1.468 2.217 6.250

Atomic partial charges in e from the Löwdin method, atoms 1 to 4: atom 1 (C): 0.008, atom 2 (B): -0.421, atom 3 (O): 0.136, atom 4 (C): -0.016

3.
C52H60BrInN8OPSSb | ωB97M-V/def2-TZVPD

Its LUMO energy (spin up / spin down) is -5.9 / -5.9 eV. As for the total energy: -6274.10659 a.u. As for the charge: +2.

Element x y z (Å)
In -0.176 -0.104 -0.085
O 0.406 -3.187 -0.529
N 1.453 -2.411 -0.040
C 1.797 -2.735 1.140
C 1.216 -3.823 1.963
C 2.040 -4.851 2.407
C 1.525 -5.866 3.195
C 0.186 -5.850 3.559
C -0.633 -4.816 3.139
C -0.133 -3.800 2.328
P -1.179 -2.367 1.882
C -2.746 -3.096 1.316
C -3.884 -2.289 1.248
C -5.053 -2.765 0.676
C -5.098 -4.051 0.153
C -3.967 -4.854 0.202
C -2.794 -4.379 0.773
C -1.525 -1.698 3.545
C -0.505 -0.938 4.114
C -0.642 -0.413 5.388
C -1.814 -0.630 6.100
C -2.833 -1.390 5.543
C -2.688 -1.930 4.271
H 0.264 -2.817 -1.411
H 2.583 -2.110 1.555
H 3.089 -4.851 2.137
H 2.169 -6.665 3.535
H -0.216 -6.636 4.182
H -1.670 -4.795 3.449
H -3.863 -1.284 1.654
H -5.934 -2.137 0.649
H -6.014 -4.430 -0.279
H -3.998 -5.861 -0.195
H -1.916 -5.010 0.800
H 0.398 -0.746 3.547
H 0.158 0.174 5.819
H -1.931 -0.213 7.091
H -3.739 -1.574 6.104
H -3.484 -2.535 3.856
N 1.365 -0.834 -5.081
C 2.664 -0.358 -5.371
C 3.342 -0.845 -6.474
C 4.631 -0.409 -6.750
C 5.246 0.512 -5.920
C 4.567 0.997 -4.809
C 3.278 0.571 -4.544
S 2.409 1.221 -3.145
N 0.990 0.305 -3.041
C 0.665 -0.539 -3.945
C -0.597 -1.326 -3.760
C -1.314 -1.818 -4.843
C -2.426 -2.610 -4.604
C -2.782 -2.883 -3.296
C -2.022 -2.322 -2.278
N -0.954 -1.564 -2.497
H 1.072 -1.642 -5.608
H 2.865 -1.573 -7.119
H 5.150 -0.796 -7.614
H 6.251 0.848 -6.125
H 5.045 1.707 -4.146
H -1.039 -1.575 -5.860
H -2.999 -3.009 -5.430
H -3.632 -3.506 -3.055
H -2.281 -2.491 -1.241
N 0.142 1.372 1.504
C -0.814 1.879 2.263
C -0.461 2.896 3.213
C -1.383 3.399 4.097
C -2.708 2.950 4.065
C -3.098 1.980 3.133
C -2.182 1.454 2.260
H 0.573 3.216 3.250
H -1.080 4.140 4.827
H -3.430 3.349 4.763
H -4.121 1.628 3.114
H -2.478 0.700 1.540
C 3.119 0.754 3.409
C 3.993 0.361 2.224
Sb 3.116 0.697 0.286
C 3.835 2.719 0.031
C 3.526 3.643 1.205
C 4.768 -0.176 -0.794
C 4.750 -1.695 -0.895
H 3.567 0.436 4.352
H 2.128 0.307 3.341
H 2.976 1.833 3.461
H 4.236 -0.704 2.251
H 4.943 0.899 2.224
H 3.409 3.090 -0.906
H 4.912 2.637 -0.119
H 2.465 3.640 1.461
H 3.828 4.673 1.002
H 4.061 3.330 2.100
H 5.661 0.170 -0.268
H 4.779 0.279 -1.786
H 4.833 -2.164 0.088
H 5.590 -2.054 -1.490
H 3.831 -2.059 -1.356
Br -7.059 2.867 -0.387
C -5.391 2.029 -0.584
C -4.239 2.652 -0.134
C -3.036 1.984 -0.294
N -2.921 0.778 -0.853
C -4.045 0.201 -1.277
C -5.300 0.779 -1.172
H -4.277 3.618 0.348
H -2.112 2.434 0.047
H -3.949 -0.780 -1.722
H -6.177 0.265 -1.534
N 0.345 5.775 -2.076
C 0.951 5.288 -0.782
C 0.079 4.170 -0.231
N -0.128 3.090 -1.175
C -0.670 3.558 -2.435
C 0.170 4.657 -3.073
H 0.918 6.520 -2.477
H -0.571 6.188 -1.873
H 1.020 6.141 -0.108
H 1.954 4.933 -1.023
H -0.899 4.578 0.054
H 0.528 3.762 0.672
H 0.736 2.575 -1.322
H -1.683 3.936 -2.250
H -0.760 2.726 -3.132
H -0.287 5.079 -3.967
H 1.171 4.291 -3.309

Atomic partial charges in e from the Löwdin method, atoms 1 to 4: atom 1 (In): 0.790, atom 2 (O): -0.095, atom 3 (N): -0.053, atom 4 (C): -0.134

4.
C6H12O | ωB97M-V/def2-TZVPD

Its LUMO energy is 0.1 eV. As for the total energy: -310.87554 a.u. As for the charge: 0.

Element x y z (Å)
C 0.706 -0.777 2.404
C -0.737 -0.595 1.937
C -0.136 1.733 -0.171
C -0.661 1.106 -1.336
C 0.330 0.955 -2.536
C -0.125 -0.257 -1.881
O 0.814 -0.969 -1.158
H 1.405 -0.792 1.559
H 1.006 0.049 3.057
H 0.833 -1.710 2.964
H -1.435 -0.639 2.778
H -1.046 -1.380 1.231
H 0.880 1.310 -0.027
H -0.878 0.381 1.453
H -1.684 1.327 -1.641
H 1.352 1.267 -2.350
H -0.082 1.241 -3.498
H -0.904 -0.847 -2.365
H 0.362 -1.403 -0.420

Atomic partial charges in e from the Löwdin method, atoms 1 to 4: atom 1 (C): -0.163, atom 2 (C): -0.167, atom 3 (C): 0.117, atom 4 (C): -0.331

5.
C3H8NO3S | ωB97M-V/def2-TZVPD

Its LUMO energy is -5.9 eV. As for the total energy: -797.32755 a.u. As for the charge: +1.

Element x y z (Å)
C 1.942 0.855 1.003
C 1.238 -0.385 -1.506
C -2.588 -0.954 0.523
N -3.457 -0.238 0.129
O -0.212 1.424 -0.260
O -4.151 0.635 -0.111
O -0.042 -0.762 0.714
S 0.636 0.339 0.039
H 2.703 0.057 1.254
H 1.523 1.397 1.726
H 2.542 1.637 0.431
H 0.381 -0.799 -1.964
H 2.094 -0.998 -1.431
H 1.532 0.462 -2.129
H -1.368 -0.783 0.559
H -2.771 -1.887 1.021

Atomic partial charges in e from the Löwdin method, atoms 1 to 4: atom 1 (C): -0.127, atom 2 (C): -0.084, atom 3 (C): 0.151, atom 4 (N): -0.035

6.
C7H7ClN2OS3 | ωB97M-V/def2-TZVPD

Its LUMO energy (spin up / spin down) is -0.8 / -1.1 eV. As for the total energy: -2110.26166 a.u. As for the charge: 0.

Element x y z (Å)
C -1.544 -1.472 -0.310
C -2.690 -0.693 -0.273
C -1.346 1.092 -1.001
C -0.158 0.425 -1.034
C -0.299 -0.948 -0.725
C -2.586 0.560 -0.856
C 1.260 1.077 1.326
N 1.148 0.985 -1.288
N 0.864 -1.693 -0.732
O 3.203 0.145 0.040
S 1.710 -0.205 2.458
S 0.290 2.351 1.828
S 2.346 1.278 -0.070
Cl -3.995 1.497 -1.023
H -1.536 -2.537 -0.112
H -3.601 -1.089 0.163
H 1.412 1.656 -1.987
H 1.614 -1.208 -0.905
H 1.001 -2.470 -0.128
H 2.392 -0.866 1.550
H 0.515 2.116 3.081

Atomic partial charges in e from the Löwdin method, atoms 1 to 4: atom 1 (C): -0.021, atom 2 (C): -0.104, atom 3 (C): 0.076, atom 4 (C): -0.289